Record 1
Here is 2 unconnected molecules or ions with the total composition C6H12O from the OMol25 dataset. Energies are from ωB97M-V with the def2-TZVPD basis set.

Summary:
Structure (SMILES): C=C(C)O.C=CC
HOMO-LUMO gap in eV: 9.1
Energy above the lowest of the compared OMol25 structures with the same formula, charge and spin in kcal/mol: 85.2
LUMO level in eV: 0.8148

CARTESIAN COORDINATES (ANGSTROEM)
C -1.154 1.383 -0.794
C -1.358 0.133 -0.238
C -1.763 -0.047 1.203
O -1.820 -0.854 -1.104
H -1.421 1.517 -1.833
H -1.321 2.252 -0.174
H -1.318 -0.957 1.612
H -1.421 0.790 1.808
H -2.847 -0.125 1.300
H -1.844 -1.699 -0.641
C 1.660 0.996 -0.734
C 1.474 -0.202 -0.298
C 2.299 -1.261 0.340
H 0.495 1.494 -0.929
H 2.547 1.596 -0.844
H 0.276 -0.384 -0.188
H 1.980 -1.437 1.370
H 2.185 -2.204 -0.196
H 3.353 -0.992 0.341


Record 2
Here is 2 unconnected molecules or ions with the total composition C4H9NO from the OMol25 dataset. Energies are from ωB97M-V with the def2-TZVPD basis set.

Summary:
HOMO-LUMO gap (spin up / spin down) in eV: 7.8 / 7.7
Energy above the lowest of the compared OMol25 structures with the same formula, charge and spin in kcal/mol: 101.5
LUMO level (spin up / spin down) in eV: 0.0367 / 0.0896

CARTESIAN COORDINATES (ANGSTROEM)
C -1.392 -0.044 -0.560
C 0.914 -1.037 -0.684
C 0.717 1.285 0.816
C -0.274 -0.695 0.032
N -2.516 -0.043 0.131
O -0.491 -1.453 1.134
H -1.107 0.578 -1.406
H 1.758 -1.030 -0.025
H 0.854 -2.067 -1.173
H 0.951 -0.268 -1.397
H 0.113 2.100 0.537
H 0.710 0.768 1.785
H 1.592 1.224 0.287
H -3.381 0.217 -0.374
H -1.305 -1.329 1.622


Record 3
Here is 2 unconnected molecules or ions with the total composition C4H9S from the OMol25 dataset. Energies are from ωB97M-V with the def2-TZVPD basis set.

Summary:
Net charge: -1
HOMO-LUMO gap in eV: 5.9
Energy above the lowest of the compared OMol25 structures with the same formula, charge and spin in kcal/mol: 19.3
LUMO level in eV: 3.7484

CARTESIAN COORDINATES (ANGSTROEM)
C -1.245 1.911 -0.439
S -0.644 3.060 0.846
H -0.491 1.275 -0.932
H -1.681 2.490 -1.255
H -1.935 1.182 -0.004
C -0.218 -1.592 -0.414
C 1.115 -1.325 0.266
C 1.522 -0.239 0.903
H -0.148 -1.484 -1.499
H -0.966 -0.890 -0.055
H -0.478 -2.627 -0.198
H 1.658 -2.255 0.437
H 2.414 -0.269 1.524
H 1.097 0.763 0.821


Record 4
Here is a single CH4NO4P molecule from the OMol25 dataset. Energies are from ωB97M-V with the def2-TZVPD basis set.

Summary:
Structure (SMILES): O=NO[P@@H](=O)CO
HOMO-LUMO gap in eV: 10.4
Energy above the lowest of the compared OMol25 structures with the same formula, charge and spin in kcal/mol: 118.5
LUMO level in eV: -0.2454

CARTESIAN COORDINATES (ANGSTROEM)
O -2.924 -0.289 2.095
N -1.833 0.020 1.806
O -1.605 -0.052 0.390
P -0.076 0.505 0.198
O 0.506 0.743 1.505
C 0.807 -0.664 -0.919
O 2.133 -0.239 -1.025
H -0.314 1.632 -0.589
H 0.821 -1.658 -0.462
H 0.312 -0.722 -1.897
H 2.172 0.724 -1.102


Record 5
Here is a molecular structure, C57H97CdN8SSi4Te from the OMol25 dataset. Energies are from ωB97M-V with the def2-TZVPD basis set.

Summary:
Net charge: -1
HOMO-LUMO gap in eV: 5.2
Energy above the lowest of the compared OMol25 structures with the same formula, charge and spin in kcal/mol: 18.8
LUMO level in eV: 2.0902

CARTESIAN COORDINATES (ANGSTROEM)
Cd 0.337 -1.270 1.339
C 2.730 1.692 6.367
C 3.709 1.238 5.277
C 3.150 0.146 4.418
C 3.345 -1.190 4.545
C 4.123 -1.907 5.607
C 5.460 -2.474 5.122
C 2.537 -1.850 3.501
N 1.920 -0.907 2.787
C 2.204 0.340 3.314
C 1.561 1.507 2.998
C 0.422 1.760 2.142
C -0.415 2.899 2.174
C -0.182 4.130 3.006
C -1.303 4.464 3.994
C -1.491 2.624 1.306
C -1.238 1.355 0.752
C -1.968 0.695 -0.386
C -2.231 -0.783 -0.418
N -1.381 -1.691 0.083
C -1.805 -2.939 -0.262
C -1.178 -4.160 0.190
C -0.113 -4.369 1.023
N 0.686 -3.388 1.588
C 1.513 -3.937 2.476
C 2.414 -3.245 3.323
C 1.313 -5.397 2.461
C 0.323 -5.656 1.571
C -0.225 -6.990 1.174
C 0.381 -7.488 -0.142
C 1.997 -6.360 3.380
C 1.324 -6.410 4.755
C -2.977 -2.818 -1.041
C -3.246 -1.443 -1.146
C -4.346 -0.800 -1.934
C -5.752 -1.052 -1.383
C -3.711 -3.937 -1.721
C -4.605 -4.764 -0.790
N -0.092 0.855 1.259
C -2.703 3.471 1.050
C -2.408 4.779 0.319
H 3.119 2.551 6.916
H 2.550 0.882 7.076
H 1.768 1.964 5.931
H 4.633 0.891 5.748
H 3.981 2.092 4.651
H 3.509 -2.722 6.000
H 4.307 -1.226 6.442
H 5.309 -3.205 4.326
H 5.995 -2.967 5.937
H 6.096 -1.678 4.730
H 1.900 2.368 3.563
H -0.005 4.998 2.361
H 0.738 3.997 3.578
H -2.215 4.772 3.484
H -1.005 5.281 4.657
H -1.539 3.593 4.608
H -2.898 1.219 -0.595
H -1.664 -5.065 -0.162
H 3.000 -3.863 3.994
H -1.312 -6.927 1.069
H -0.030 -7.719 1.964
H 0.217 -6.760 -0.938
H -0.059 -8.440 -0.447
H 1.459 -7.625 -0.038
H 3.045 -6.074 3.503
H 1.999 -7.360 2.937
H 1.318 -5.418 5.210
H 1.836 -7.100 5.430
H 0.285 -6.731 4.657
H -4.308 -1.152 -2.971
H -4.170 0.278 -1.985
H -5.990 -2.117 -1.391
H -6.510 -0.532 -1.975
H -5.836 -0.702 -0.351
H -2.987 -4.604 -2.199
H -4.323 -3.527 -2.530
H -4.033 -5.157 0.052
H -5.054 -5.609 -1.320
H -5.416 -4.156 -0.382
H -3.211 3.690 1.994
H -3.418 2.893 0.461
H -1.625 5.346 0.825
H -3.295 5.415 0.257
H -2.065 4.570 -0.695
C 0.916 3.915 -4.433
Si -0.886 4.418 -4.224
C -1.380 5.337 -5.796
C -0.877 5.671 -2.825
Si -2.116 2.443 -3.873
Te -0.732 1.096 -2.261
Si -4.437 2.820 -3.796
C -5.394 1.330 -4.446
C -5.374 3.332 -2.249
C -4.723 4.217 -5.033
Si -1.893 1.135 -5.828
C -2.419 -0.631 -5.464
C -2.851 1.767 -7.328
C -0.088 1.060 -6.359
H 1.565 4.793 -4.366
H 1.100 3.428 -5.391
H 1.211 3.215 -3.647
H -0.652 6.129 -5.997
H -2.366 5.797 -5.715
H -1.397 4.668 -6.661
H -0.142 6.444 -3.064
H -0.584 5.203 -1.883
H -1.846 6.153 -2.673
H -5.420 0.520 -3.714
H -4.971 0.926 -5.365
H -6.424 1.634 -4.654
H -5.111 2.752 -1.364
H -6.438 3.179 -2.446
H -5.216 4.386 -2.012
H -4.215 4.040 -5.983
H -4.362 5.169 -4.636
H -5.794 4.317 -5.231
H -3.497 -0.728 -5.326
H -1.935 -0.975 -4.546
H -2.116 -1.293 -6.280
H -3.927 1.823 -7.154
H -2.679 1.099 -8.176
H -2.511 2.766 -7.614
H 0.572 0.917 -5.501
H 0.213 1.979 -6.867
H 0.067 0.225 -7.046
C -4.217 0.051 2.314
N -3.683 -1.244 2.722
C -4.243 -2.422 2.071
C -2.425 -1.278 3.131
N -1.325 -1.309 3.486
H -5.258 0.133 2.633
H -4.156 0.162 1.227
H -3.633 0.845 2.774
H -5.280 -2.551 2.389
H -3.666 -3.300 2.355
H -4.197 -2.315 0.985
C 4.426 1.608 -3.227
C 5.024 2.112 -1.916
C 3.984 2.688 -0.956
C 2.944 1.672 -0.491
N 3.579 0.514 0.121
C 3.293 -0.767 -0.174
S 2.135 -1.236 -1.306
N 3.985 -1.708 0.498
C 4.991 -1.454 1.508
C 6.333 -1.018 0.921
C 7.392 -0.792 1.997
C 7.105 0.429 2.869
H 5.210 1.270 -3.908
H 3.863 2.397 -3.729
H 3.750 0.767 -3.057
H 5.776 2.879 -2.123
H 5.543 1.286 -1.423
H 3.446 3.509 -1.442
H 4.493 3.115 -0.084
H 2.349 1.308 -1.325
H 2.251 2.128 0.219
H 4.038 0.682 1.004
H 3.598 -2.635 0.420
H 5.119 -2.380 2.068
H 4.621 -0.722 2.233
H 6.200 -0.096 0.349
H 6.664 -1.783 0.215
H 8.366 -0.670 1.517
H 7.464 -1.684 2.629
H 7.036 1.331 2.255
H 7.895 0.586 3.606
H 6.164 0.325 3.413


Record 6
Here is a molecular structure, C56H54GeNPRhSi from the OMol25 dataset. Energies are from ωB97M-V with the def2-TZVPD basis set.

Summary:
Net charge: -1
HOMO-LUMO gap (spin up / spin down) in eV: 5.1 / 7.7
LUMO level (spin up / spin down) in eV: 2.5377 / 2.5233
Spin multiplicity: 5

CARTESIAN COORDINATES (ANGSTROEM)
Rh 0.199 0.090 0.214
C -1.271 -1.575 0.060
Si -2.703 -0.792 -0.805
C -2.742 1.034 -0.195
N -1.500 1.800 -0.427
C -1.390 2.187 -1.863
C -0.881 3.606 -2.067
C -1.851 4.620 -1.452
C -2.322 4.145 -0.062
C -1.448 2.994 0.434
C -2.810 -0.904 -2.699
C -3.650 -0.059 -3.426
C -3.708 -0.114 -4.811
C -2.928 -1.028 -5.505
C -2.114 -1.904 -4.801
C -2.068 -1.844 -3.416
C -4.369 -1.495 -0.210
C -5.203 -2.259 -1.027
C -6.376 -2.820 -0.539
C -6.741 -2.629 0.785
C -5.922 -1.880 1.620
C -4.751 -1.328 1.124
H -0.816 -2.434 -0.439
H -1.542 -1.856 1.081
H -2.875 0.962 0.890
H -3.619 1.579 -0.582
H -2.371 2.101 -2.343
H -0.714 1.483 -2.354
H -0.778 3.787 -3.139
H 0.116 3.706 -1.634
H -2.714 4.735 -2.113
H -1.368 5.598 -1.384
H -3.364 3.817 -0.100
H -2.277 4.959 0.664
H -1.741 2.703 1.438
H -0.414 3.336 0.495
H -4.275 0.657 -2.902
H -4.358 0.563 -5.354
H -2.956 -1.062 -6.587
H -1.505 -2.623 -5.336
H -1.434 -2.541 -2.879
H -4.930 -2.413 -2.065
H -7.010 -3.406 -1.195
H -7.659 -3.061 1.167
H -6.197 -1.728 2.657
H -4.110 -0.758 1.791
C 0.549 -1.020 7.545
C -0.359 -1.709 6.759
C -0.492 -1.395 5.410
C 0.272 -0.393 4.826
C 1.184 0.292 5.633
C 1.324 -0.016 6.975
P 0.161 -0.057 2.952
C 0.255 1.782 3.144
C 1.285 2.602 2.692
C 1.252 3.970 2.928
C 0.182 4.544 3.601
C -0.854 3.736 4.048
C -0.815 2.369 3.826
C 1.876 -0.463 2.479
C 2.887 -1.047 3.235
C 4.138 -1.225 2.661
C 4.363 -0.814 1.354
C 3.336 -0.268 0.596
C 2.055 -0.113 1.126
H 0.657 -1.262 8.596
H -0.962 -2.496 7.197
H -1.204 -1.939 4.796
H 1.798 1.072 5.198
H 2.043 0.523 7.582
H 2.114 2.162 2.152
H 2.071 4.592 2.583
H 0.152 5.612 3.776
H -1.696 4.180 4.567
H -1.616 1.731 4.188
H 2.715 -1.356 4.259
H 4.940 -1.671 3.238
H 5.348 -0.935 0.913
H 3.549 0.035 -0.419
C 0.669 -0.110 -1.871
Ge 2.208 0.152 -2.970
C 1.920 0.147 -4.938
C 1.055 1.067 -5.531
C 0.772 1.015 -6.888
C 1.352 0.034 -7.683
C 2.216 -0.888 -7.110
C 2.492 -0.831 -5.750
C 3.407 -1.409 -2.647
C 2.773 -2.629 -2.413
C 3.494 -3.753 -2.043
C 4.874 -3.677 -1.897
C 5.520 -2.474 -2.139
C 4.790 -1.353 -2.511
C 2.992 1.933 -2.582
C 2.546 2.621 -1.454
C 2.944 3.925 -1.206
C 3.802 4.569 -2.089
C 4.261 3.897 -3.213
C 3.853 2.592 -3.457
H -0.084 -0.670 -2.420
H 0.596 1.835 -4.915
H 0.095 1.738 -7.328
H 1.131 -0.011 -8.742
H 2.678 -1.654 -7.723
H 3.164 -1.557 -5.305
H 1.693 -2.690 -2.506
H 2.982 -4.689 -1.852
H 5.434 -4.550 -1.589
H 6.597 -2.404 -2.030
H 5.308 -0.415 -2.688
H 1.875 2.112 -0.766
H 2.580 4.448 -0.328
H 4.108 5.592 -1.904
H 4.933 4.394 -3.902
H 4.201 2.083 -4.351


Record 7
Here is a molecular structure, C21H38N5NiO3S2 from the OMol25 dataset. Energies are from ωB97M-V with the def2-TZVPD basis set.

Summary:
Net charge: -1
HOMO-LUMO gap (spin up / spin down) in eV: 5.6 / 6.2
LUMO level (spin up / spin down) in eV: 2.7488 / 2.7398
Spin multiplicity: 3

CARTESIAN COORDINATES (ANGSTROEM)
Ni -0.840 -0.522 0.550
N 2.932 -0.838 0.234
C 3.393 -1.179 1.565
C 2.931 -0.196 2.650
C 1.467 -0.246 3.134
N 0.415 0.251 2.218
H 3.248 -1.537 -0.430
H 1.925 -0.888 0.212
H 4.488 -1.152 1.539
H 3.111 -2.195 1.874
H 3.175 0.824 2.341
H 3.541 -0.411 3.535
H 1.437 0.337 4.067
H 1.216 -1.276 3.404
H 0.652 1.179 1.876
H -0.473 0.333 2.710
C -1.471 0.775 -2.004
C -1.157 2.161 -1.444
O 0.121 2.307 -0.832
C 1.157 2.458 -1.790
C 2.411 2.949 -1.103
H -2.488 0.752 -2.399
H -1.444 -0.066 -1.255
H -0.797 0.500 -2.816
H -1.876 2.432 -0.675
H -1.217 2.908 -2.251
H 0.841 3.187 -2.553
H 1.350 1.506 -2.301
H 2.209 3.879 -0.566
H 3.196 3.134 -1.840
H 2.769 2.199 -0.411
C -4.716 -0.267 2.756
C -3.957 -0.280 1.422
C -4.575 -1.354 0.507
C -4.145 1.080 0.738
C -2.491 -0.605 1.617
H -5.772 -0.009 2.620
H -4.273 0.462 3.440
H -4.662 -1.250 3.231
H -5.603 -1.099 0.219
H -4.590 -2.326 1.005
H -3.975 -1.460 -0.397
H -5.197 1.383 0.734
H -3.806 1.027 -0.297
H -3.560 1.848 1.250
H -2.400 -1.311 2.465
N -7.405 -4.479 -1.619
C -6.125 -4.153 -2.090
C -5.877 -2.901 -2.651
C -4.619 -2.585 -3.128
C -3.593 -3.516 -3.065
C -3.837 -4.773 -2.531
C -5.095 -5.090 -2.045
S -1.954 -3.050 -3.579
O -2.117 -2.047 -4.602
O -1.280 -4.284 -3.942
N -1.306 -2.351 -2.307
C -0.760 -3.049 -1.310
S -0.324 -4.774 -1.363
C 0.268 -4.662 0.261
C 0.128 -3.402 0.716
N -0.437 -2.498 -0.146
H -7.948 -3.677 -1.339
H -7.405 -5.187 -0.902
H -6.674 -2.167 -2.688
H -4.414 -1.610 -3.548
H -3.037 -5.497 -2.498
H -5.284 -6.070 -1.622
H 0.660 -5.517 0.784
H 0.385 -3.067 1.709